1.
C58H67AlFN4OP as an isolated structure, computed with ωB97M-V with the def2-TZVPD basis set.

Properties
orbital gap = 7.45 eV
HOMO level = -0.257 hartree
M = 913.15 g mol⁻¹

Positions of all 133 atoms, in Å:
P  -2.24066  -0.51911  -1.86466
Al  -0.08743  0.40742  0.61575
F  -1.39629  2.03467  0.72070
O  -1.55112  -0.12467  -0.58902
N  -2.20943  0.75966  -2.92225
N  -1.64828  -1.80685  -2.72076
N  0.82410  1.67827  1.84311
N  -3.78364  -1.01688  -1.48907
C  0.49930  -4.36422  1.43370
C  3.79800  4.18024  1.95511
C  -1.69749  -3.12669  -2.10203
C  -3.70253  -1.31123  3.22350
C  -0.48561  -1.75325  -3.61003
C  -1.50095  4.96591  2.91753
C  2.97520  -2.86951  -1.32961
C  1.97960  -1.92050  -1.21137
C  -2.54283  -3.20357  4.10252
C  0.96351  3.10849  -3.61253
C  2.63386  -3.53152  2.14336
C  1.19328  0.40943  -1.02586
C  3.45913  -0.24612  3.54063
C  -2.68295  2.01706  -2.33988
C  -1.42552  -2.88501  3.35430
C  -0.28626  -1.26935  1.73868
C  -5.92215  -0.87744  -0.46095
C  -1.42998  -1.78046  2.49709
C  1.31613  -3.28204  1.76029
C  2.27725  -5.89070  1.95655
C  3.10566  -4.82358  2.26203
C  1.43338  3.66721  -4.78279
C  2.10488  1.33786  2.33492
C  -2.58718  -0.99451  2.47524
C  -1.90892  4.05630  1.94826
C  -0.11298  -3.22391  -3.86841
C  0.53294  3.69702  3.26833
C  0.98443  -5.65347  1.51976
C  0.85155  1.38275  -1.89739
C  4.55070  0.04291  2.75145
C  4.29798  -2.47626  -1.46021
C  1.26479  0.12201  4.52120
C  -1.25847  -4.02743  -3.24750
C  1.88842  0.74439  5.78540
C  2.32275  2.96171  -5.57732
C  -4.41820  -0.81167  -0.18862
C  2.27519  -0.55496  -1.23597
C  4.61016  -1.12637  -1.46269
C  -3.68951  -2.42818  4.04367
C  -2.45490  0.76134  -4.35902
C  1.37042  1.83675  -3.18561
C  -0.18186  0.59758  4.44194
C  3.61200  -0.17622  -1.35483
C  2.26145  1.13731  -4.00242
C  3.26667  1.79164  1.67668
C  -1.07007  3.01453  1.66777
C  0.89000  -1.90554  1.56218
C  2.24025  0.41064  3.38517
C  -3.44630  1.90258  -4.57732
C  -2.96762  2.91097  -3.53795
C  -6.03537  -0.51183  -1.93863
C  -0.28684  4.76767  3.56530
C  -4.79653  -1.18996  -2.51734
C  2.73113  1.70001  -5.17629
C  4.46142  1.11040  1.88282
C  3.44737  3.09871  0.91889
C  2.36036  3.62269  -0.00770
C  0.16712  2.76779  2.27338
H  -0.94873  -5.01468  -2.91182
H  -2.04184  3.37219  -3.88071
H  2.14611  2.89991  -0.78547
H  -2.07870  -4.13804  -3.95832
H  -4.46718  -0.75665  -3.45893
H  0.35556  -6.48429  1.23475
H  2.58940  0.14871  -3.71780
H  3.85945  0.87391  -1.35965
H  -4.57505  -0.67325  3.18344
H  4.26818  5.03228  1.46879
H  -2.57515  -0.10596  1.85280
H  2.03585  1.81268  5.63849
H  -0.65838  0.29974  3.51720
H  0.82748  -3.46242  -3.37299
H  -0.76145  -1.24967  -4.53801
H  -3.59566  1.85062  -1.75442
H  -6.96011  -0.86634  -2.38932
H  2.72185  4.53423  -0.48230
H  -0.00229  -3.43514  -4.93057
H  -0.51527  -4.18416  1.10343
H  -6.48192  -0.20580  0.18613
H  5.47444  -0.50869  2.85539
H  5.33978  1.42885  1.33952
H  -0.73772  0.14730  5.26353
H  -2.51453  -4.06320  4.75591
H  -3.42316  2.28637  -5.59477
H  4.48305  3.79054  2.70489
H  2.69859  3.39681  -6.49228
H  -4.09979  -1.58111  0.51738
H  1.69100  -1.29434  1.15250
H  -4.13505  0.16193  0.21692
H  -2.13023  5.80426  3.17348
H  -2.82233  -0.20187  -4.71142
H  3.43460  1.14913  -5.78370
H  0.94995  -2.22243  -1.07625
H  -4.55582  -2.67809  4.64117
H  5.07998  -3.21358  -1.56952
H  1.22527  0.60639  6.63574
H  3.26700  -2.68336  2.35743
H  0.27787  3.67164  -2.99117
H  -4.99826  -2.25596  -2.68123
H  2.89736  4.53092  2.45208
H  2.85370  0.30413  6.01809
H  -0.54171  -3.49436  3.45586
H  -3.69146  3.69037  -3.30951
H  2.72279  -3.92133  -1.29822
H  4.33143  2.95160  0.28873
H  -0.25336  1.67694  4.53205
H  0.02391  5.46969  4.32818
H  3.54694  -1.00905  4.30234
H  -5.96934  0.57043  -2.06425
H  -6.28732  -1.89191  -0.30282
H  0.04365  2.03541  -1.55827
H  4.12150  -5.00208  2.58518
H  2.63943  -6.90432  2.03673
H  1.24030  -0.96853  4.64686
H  -1.51816  0.98879  -4.88159
H  -2.70579  -3.33417  -1.74504
H  -1.00078  -3.21277  -1.25823
H  0.34534  -1.20808  -3.15727
H  -1.92618  2.42804  -1.67427
H  1.44546  3.86626  0.52015
H  -2.85202  4.15776  1.43144
H  1.45405  3.54530  3.81072
H  -4.46235  1.57808  -4.34446
H  1.11084  4.65934  -5.06732
H  5.64254  -0.81583  -1.53660


2.
C58H67MnN3O8S3Si as an isolated structure, computed with ωB97M-V with the def2-TZVPD basis set.

Properties
orbital gap (spin up / spin down) = 5.36 / 4.35 eV
HOMO level (spin up / spin down) = -0.075 / -0.038 hartree
charge = -2
⟨S²⟩ = 0.936
multiplicity = 2
M = 1113.41 g mol⁻¹

Positions of all 141 atoms, in Å:
Mn  0.57941  0.31444  -0.42388
S  -0.09600  3.48839  -1.41873
S  -6.46552  2.21741  1.30361
S  0.83808  1.33966  1.92648
Si  -0.18333  0.66505  3.60777
O  0.63706  0.91200  5.04088
O  0.40359  2.19230  -0.91957
O  -0.46713  -0.93313  3.45503
O  0.75040  -1.47748  0.18696
O  -1.50546  3.53082  -1.72700
O  -1.61505  1.40571  3.91897
O  0.77731  4.07532  -2.41845
O  -0.15110  -0.31321  -2.11308
N  2.30124  0.06939  -1.23471
N  -1.47384  0.47294  0.17371
N  -6.48290  -0.24792  0.43604
C  0.08205  4.52636  0.03159
C  -2.03860  1.63010  0.53645
C  -0.81684  1.03150  -4.00812
C  1.89577  -5.52998  2.83086
C  3.04991  2.14305  -2.11127
C  2.92463  -0.84270  0.90311
C  -3.66935  -0.47938  0.13926
C  1.20632  -4.28888  0.89030
C  2.75206  -3.31275  2.42712
C  1.71888  0.49431  -3.51327
C  2.65447  -2.56621  -0.96058
C  -2.14334  0.85990  -3.61680
C  -0.76963  -2.24969  -3.92400
C  -2.81762  -1.29772  4.08587
C  0.01764  -1.17932  -4.33366
C  4.01260  -2.86114  -1.06683
C  -1.97211  2.21656  6.16997
C  -0.96247  5.35191  0.41605
C  -0.97415  -3.34282  -4.75303
C  -3.16178  1.60872  -4.17642
C  0.55958  -1.21203  -5.61616
C  -4.27575  0.73123  0.51960
C  0.20734  0.03664  -3.39056
C  3.66588  2.43299  -0.88644
C  -3.39235  1.80357  0.70355
C  1.99178  0.93441  5.45347
C  1.81713  -2.96695  -1.99756
C  3.57061  1.53647  0.15914
C  -1.43862  -3.00781  2.88051
C  -3.44535  2.85006  4.24985
C  -2.87251  2.55945  -5.14438
C  2.67338  -0.38610  5.09255
C  2.84853  0.34845  -0.03953
C  2.31911  -3.59600  -3.12373
C  0.46319  6.97493  3.53255
C  2.74879  2.11099  4.83008
C  1.25828  4.49800  0.75938
C  2.00135  -3.20508  1.26258
C  -0.54211  1.96837  -4.99528
C  -0.41505  -3.37375  -6.02426
C  0.34624  6.12768  2.29096
C  3.68161  -3.85436  -3.23622
C  -5.69675  0.85391  0.71183
C  2.34049  0.96828  -2.23213
C  -0.91647  -2.41032  5.27523
C  1.15073  -5.43671  1.65967
C  -1.09632  3.72910  4.36351
C  1.95955  1.09817  6.97577
C  -0.82786  6.15080  1.54147
C  2.03816  -1.97844  0.33934
C  -2.01128  2.54148  4.66936
C  -1.56042  2.73579  -5.54769
C  1.38641  5.29967  1.88425
C  -2.30652  -0.55152  -0.02420
C  -1.41412  -1.88589  3.92472
C  4.52373  -3.48468  -2.19804
C  2.69808  -4.46471  3.20520
C  0.34613  -2.29648  -6.45501
H  2.37298  3.05591  5.23184
H  1.47335  6.93563  3.94047
H  5.58805  -3.68654  -2.26415
H  -2.73640  1.47471  6.41529
H  2.28744  -0.38883  -3.81371
H  -2.41728  -3.49362  2.83430
H  -7.45749  0.00877  0.40200
H  2.30153  5.26961  2.46570
H  -0.07184  3.48331  4.64658
H  4.08111  -4.33689  -4.12144
H  0.46865  2.13381  -5.34404
H  3.38026  -2.49170  2.74935
H  -3.51849  -2.08486  4.37325
H  -0.77667  -1.57154  5.96202
H  -1.64588  6.79165  1.85451
H  1.64680  -3.87795  -3.92750
H  4.69189  -2.60441  -0.26241
H  0.77976  -2.30556  -7.44924
H  -1.42392  4.61551  4.91215
H  -1.20372  -2.21596  -2.93272
H  -2.82116  -0.52149  4.84861
H  -4.26514  -1.37018  -0.01567
H  3.81731  2.03023  5.04562
H  0.04168  -2.91593  5.14066
H  -1.63557  -3.11297  5.70489
H  2.97544  1.14459  7.37481
H  2.68932  -0.49524  4.00813
H  -3.77892  2.77939  0.96027
H  -0.68241  -3.75872  3.10425
H  3.96810  -1.13952  1.05015
H  -3.66269  3.16987  -5.56775
H  0.52164  -6.26512  1.35329
H  -1.82296  -1.47619  -0.31848
H  2.11096  -1.22393  5.51037
H  2.04890  3.82612  0.45258
H  -0.22726  6.62113  4.30186
H  -6.19227  -0.77875  -0.37600
H  -3.13903  -0.84829  3.14545
H  1.15977  -0.38158  -5.96977
H  3.29086  -4.52919  4.11164
H  2.50009  -0.54969  1.85926
H  0.62053  -4.20851  -0.01568
H  -2.15176  3.11602  6.76422
H  -4.18225  1.46586  -3.83781
H  -1.36547  2.44882  0.72171
H  -0.99657  1.80426  6.41635
H  -1.87093  5.33789  -0.17363
H  -3.86083  3.66586  4.84574
H  1.43426  0.25561  7.43118
H  1.84168  -6.41957  3.44814
H  -2.35201  0.13692  -2.83967
H  4.22378  3.35406  -0.76083
H  -4.06492  1.96025  4.37848
H  -1.10749  3.94242  3.29221
H  0.21637  8.01707  3.31869
H  4.01888  1.74355  1.12325
H  3.69591  -0.41193  5.47582
H  3.08604  2.85104  -2.92612
H  -3.47874  3.12239  3.19578
H  -1.19766  -2.56893  1.91120
H  1.84259  1.26744  -4.26942
H  2.58361  2.10843  3.75291
H  -1.56589  -4.18248  -4.40511
H  -1.31775  3.48381  -6.29468
H  0.76996  -2.71201  -1.91579
H  1.43116  2.01761  7.23533
H  -0.57168  -4.22835  -6.67290


We obtain max |F| values of 1.0 3.7 eV/A for the records listed above, in that order.